Record 1
Molecular formula: C6H9NO
Method: DFT, the ωB97M-V functional and the def2-TZVPD basis

Geometry as XYZ:
```
17
Properties=species:S:1:pos:R:3:forces:R:3:nbo_charge:R:1
C 0.485723 -1.420393 -0.647094 0.978 -0.281 0.152 -0.289
C 1.842470 -1.133537 -0.711834 -1.309 -0.612 -0.185 -0.065
N 1.982554 0.212334 -0.569520 0.109 0.064 0.251 -0.489
C 0.754898 0.774236 -0.364388 0.093 0.464 -0.302 -0.077
C -0.206774 -0.199856 -0.471070 -0.039 -0.081 0.242 -0.169
C -1.633979 0.056463 -0.393277 -1.660 1.200 -0.410 -0.197
C -2.210831 1.277699 -0.450895 1.369 -1.483 -0.079 -0.388
H 0.100509 -2.425933 -0.600564 -0.218 0.049 -0.350 0.225
H 2.619991 -1.847003 -0.918321 0.374 0.326 0.159 0.219
H 2.856058 0.706658 -0.526720 -0.044 -0.017 0.000 0.418
H 0.610990 1.821029 -0.152049 0.274 0.031 -0.123 0.219
H -2.401992 -0.710158 -0.414797 0.671 -0.716 0.403 0.210
H -3.282620 1.312624 -0.357042 -0.050 0.578 -0.140 0.207
H -1.547524 2.110726 -0.644208 -0.574 0.518 0.238 0.185
H 0.036231 0.292476 1.790965 -0.039 0.064 0.447 0.473
H 0.003322 -0.886906 2.694290 0.005 -0.866 0.182 0.462
O -0.009020 0.059546 2.736528 0.062 0.762 -0.485 -0.943
```
Forces are in eV/Å.

* F_max: 2.09 eV/Å
* HOMO: -8.31 eV
* 2S+1: 1
* net charge: 0
* ΔE to the lowest compared entry with this formula, charge and spin: 25.2 kcal/mol

---

Record 2
Molecular formula: C6H9NO
Method: DFT, the ωB97M-V functional and the def2-TZVPD basis

Geometry as XYZ:
```
17
Properties=species:S:1:pos:R:3:forces:R:3:nbo_charge:R:1
C -1.520707 -0.758139 0.646959 -0.369 -0.576 0.134 -0.424
C -1.427288 -0.526698 -0.946137 1.947 -1.729 -0.102 -0.232
C 1.355692 0.379791 -0.700148 -2.328 0.137 1.243 -0.087
C 1.398073 1.438213 0.508499 1.052 -1.800 0.598 -0.121
C -0.127281 -0.052858 0.848920 0.767 -1.783 0.727 0.072
C 0.770005 -0.820310 -0.095168 0.146 0.111 -0.244 -0.131
H -2.447042 -0.232842 1.040884 1.306 -0.593 -0.309 0.225
H -1.557603 -1.842734 0.885987 0.031 0.734 0.070 0.211
H -1.789749 -1.349099 -1.681469 0.243 1.472 1.682 0.233
H -1.852925 0.417340 -1.084800 -0.957 1.306 -0.936 0.187
H 2.067000 0.364053 -1.457247 1.392 0.096 -0.965 0.218
H 0.689951 2.320237 0.469766 1.374 -0.728 -0.104 0.205
H 2.524658 1.574902 0.700840 -1.836 0.579 -0.274 0.221
H -0.400924 0.755895 0.260146 -0.697 1.736 -0.429 0.148
H 1.248344 -1.759136 0.281898 -0.446 0.651 -0.881 0.210
N 0.116562 -0.471318 -1.338583 -0.185 -0.892 0.065 -0.410
O 0.953233 0.562704 1.659653 -1.440 1.280 -0.275 -0.524
```
Forces are in eV/Å.

* F_max: 2.64 eV/Å
* HOMO: -8.69 eV
* 2S+1: 1
* net charge: 0
* ΔE to the lowest compared entry with this formula, charge and spin: 153.5 kcal/mol

---

Record 3
Molecular formula: C6H9NO
Method: DFT, the ωB97M-V functional and the def2-TZVPD basis

Geometry as XYZ:
```
17
Properties=species:S:1:pos:R:3:forces:R:3:nbo_charge:R:1
C -1.919219 0.974148 0.659265 0.586 0.389 0.650 -0.720
C -0.667166 0.732150 -0.155004 -1.706 -1.079 -2.288 0.604
C -0.276655 -0.760183 -0.333974 -0.891 1.112 -0.197 -0.108
N 2.302682 1.066468 -0.151290 -0.727 0.153 0.281 -0.796
C 1.091059 -1.092210 -0.158536 0.373 0.475 1.589 -0.381
C 2.044665 -0.201768 0.267039 1.625 -0.895 -1.351 0.084
C -1.275435 -1.642285 -0.517167 0.271 0.183 0.104 -0.445
O -0.257377 1.600029 -0.900954 0.423 -0.004 0.675 -0.563
H 1.648900 1.482483 -0.801749 0.187 0.126 0.148 0.422
H 3.186263 1.520209 0.007358 -0.206 -0.269 0.218 0.396
H 1.303270 -2.148620 -0.047277 0.098 0.027 0.366 0.217
H 2.898857 -0.639580 0.779253 0.049 0.003 -0.057 0.187
H -1.976009 0.294011 1.504749 -0.118 0.030 0.042 0.229
H -1.922902 2.012401 0.987641 -0.021 0.008 0.077 0.233
H -2.800070 0.838949 0.032530 0.107 -0.175 -0.150 0.246
H -1.118146 -2.696481 -0.350959 0.214 -0.210 -0.514 0.199
H -2.262717 -1.339722 -0.820925 -0.266 0.126 0.407 0.197
```
Forces are in eV/Å.

* F_max: 3.05 eV/Å
* HOMO: -7.34 eV
* 2S+1: 1
* net charge: 0
* ΔE to the lowest compared entry with this formula, charge and spin: 44.8 kcal/mol

---

Record 4
Molecular formula: C6H9NO
Method: DFT, the ωB97M-V functional and the def2-TZVPD basis

Geometry as XYZ:
```
17
Properties=species:S:1:pos:R:3:forces:R:3:nbo_charge:R:1
C -1.399284 -0.906216 -0.070244 5.730 4.061 3.464 0.676
C -1.690299 0.658449 -0.173073 1.153 0.197 -0.767 -0.550
C -0.257692 1.433700 0.238942 -0.543 1.404 1.247 -0.419
C 1.113733 0.848324 -0.381482 -0.864 3.404 0.715 -0.230
C 1.422711 -1.841180 -0.000389 -6.501 1.126 -5.770 -0.203
C 0.188029 -1.250066 0.549431 -1.887 4.621 0.021 -0.219
H -2.674182 1.016236 0.310029 1.952 -0.871 0.473 0.257
H -2.128959 0.786134 -1.230729 1.674 0.012 0.936 0.246
H -0.254351 2.538210 0.012073 -0.436 -1.055 -0.293 0.219
H -0.125357 1.536165 1.419751 -0.630 -0.876 -2.347 0.204
H 1.243496 1.360536 -1.352151 0.087 -0.217 0.249 0.196
H 1.935679 1.294880 0.269215 -0.588 -1.221 -0.357 0.182
H 1.430644 -2.682309 -0.754070 -0.819 1.065 0.573 0.208
H 2.230495 -1.993144 0.476861 5.775 0.193 4.215 0.191
H 0.221660 -0.581078 1.597272 0.512 -2.157 -2.664 0.193
N 0.888628 -0.493973 -0.659769 0.506 -4.698 2.193 -0.440
O -2.144946 -1.724661 -0.251666 -5.120 -4.988 -1.889 -0.510
```
Forces are in eV/Å.

* F_max: 8.77 eV/Å
* HOMO: -8.52 eV
* 2S+1: 1
* net charge: 0
* ΔE to the lowest compared entry with this formula, charge and spin: 136.0 kcal/mol

---

Record 5
Molecular formula: C6H9NO2
Method: DFT, the ωB97M-V functional and the def2-TZVPD basis

Geometry as XYZ:
```
18
Properties=species:S:1:pos:R:3:forces:R:3:nbo_charge:R:1
C 0.304784 -0.164375 0.801655 3.537 -2.065 3.247 0.037
C 0.785664 1.199582 0.533272 6.376 -0.268 1.684 -0.443
C 0.596986 0.199579 -0.524526 -3.718 3.169 -2.946 0.176
C -0.909015 0.566029 -0.942576 1.061 -1.908 -1.121 0.072
C -1.523874 -0.937617 -0.543126 3.097 2.522 0.219 -0.402
C -1.196299 -0.148971 0.865317 -1.838 -2.719 0.592 0.090
H 1.628143 -1.574652 0.029123 -0.666 1.016 4.103 0.385
H 2.498772 -1.037693 1.516523 -4.741 0.618 -1.070 0.390
H 1.827147 1.163068 0.988733 -1.064 0.900 -0.812 0.202
H 0.183526 2.037018 0.706938 -0.121 1.044 -0.116 0.255
H 2.551392 0.204724 -1.253686 -4.890 -3.239 -1.055 0.473
H -0.872755 1.306644 -1.771344 -0.896 -1.051 0.046 0.211
H -2.530487 -1.004926 -0.529297 -3.418 -0.290 -0.824 0.195
H -0.995228 -1.861185 -0.960753 -0.503 1.397 1.080 0.221
H -1.882751 -0.339001 1.802977 1.794 0.354 -1.757 0.221
N 1.383889 -1.175739 1.113260 2.595 -2.239 -1.887 -0.904
O 1.370680 -0.492348 -1.430500 5.503 3.829 0.780 -0.656
O -1.426237 1.123699 0.247735 -2.108 -1.072 -0.162 -0.524
```
Forces are in eV/Å.

* F_max: 6.75 eV/Å
* HOMO: -8.86 eV
* 2S+1: 1
* net charge: 0
* ΔE to the lowest compared entry with this formula, charge and spin: 213.5 kcal/mol

---

Record 6
Molecular formula: C6H9NO2
Method: DFT, the ωB97M-V functional and the def2-TZVPD basis

Geometry as XYZ:
```
18
Properties=species:S:1:pos:R:3:forces:R:3:nbo_charge:R:1
C -0.993574 0.941951 0.731155 -2.773 0.639 0.776 0.612
C 0.109693 1.584379 -0.192800 0.430 2.251 -2.462 -0.490
C 0.972820 0.414738 -0.933589 0.469 0.958 3.011 -0.221
C 1.143301 -0.309326 -2.200337 2.822 -4.154 4.348 -0.365
C 0.166687 -0.958171 -1.214165 0.956 1.749 2.808 -0.308
C 0.740394 -1.702962 0.039206 -0.174 -2.672 1.273 -0.101
H 0.997765 2.308234 0.503624 -3.237 -2.143 -2.281 0.271
H -0.554169 2.329777 -1.163006 2.146 -2.137 3.526 0.254
H 1.882814 0.318198 -0.232479 -1.557 -0.197 -1.386 0.222
H 2.089797 -1.139056 -2.002839 -2.102 3.102 -1.696 0.221
H 0.845889 -0.003441 -3.111541 -0.802 0.686 -3.045 0.226
H -0.881004 -0.618399 -1.212696 0.427 -0.909 -0.237 0.236
H 0.408055 -2.809574 0.512468 0.206 2.770 -2.053 0.209
H 1.877983 -1.839941 -0.097693 -1.729 0.533 0.336 0.203
H -1.610783 -0.546781 2.029812 3.805 0.429 -2.397 0.422
N -0.691992 -0.260620 1.332474 -2.825 0.117 1.523 -0.362
O -2.194533 1.362466 0.952839 4.527 -0.885 -1.199 -0.637
O 0.563492 -0.862256 1.305936 -0.588 -0.136 -0.846 -0.391
```
Forces are in eV/Å.

* F_max: 6.64 eV/Å
* HOMO: -9.44 eV
* 2S+1: 1
* net charge: 0
* ΔE to the lowest compared entry with this formula, charge and spin: 188.4 kcal/mol

---

Record 7
Molecular formula: C6H9NO2
Method: DFT, the ωB97M-V functional and the def2-TZVPD basis

Geometry as XYZ:
```
18
Properties=species:S:1:pos:R:3:forces:R:3:nbo_charge:R:1
C -0.685706 0.785032 1.756290 -0.144 0.077 3.785 -0.048
C -0.502423 0.025226 0.439019 -1.431 -0.639 -2.779 -0.410
C 0.545853 -1.059167 -0.089182 -0.480 -1.125 2.991 0.065
C 0.512766 0.714581 -0.410351 5.009 6.169 0.941 0.053
C 0.689543 0.370113 -2.005223 2.347 1.320 3.562 -0.071
C 0.521990 -1.113665 -1.597049 1.223 -0.140 -3.899 -0.135
H -1.381018 -0.881588 3.355348 4.461 2.951 -1.861 0.462
H 0.358047 1.841568 2.156319 -3.498 -3.418 -1.548 0.257
H -2.143005 1.356653 1.696429 4.569 -1.627 0.543 0.213
H -1.502222 -0.208550 -0.047309 0.881 0.654 0.694 0.206
H 0.565698 -1.966124 0.469761 0.092 -1.110 -0.015 0.213
H 0.846323 1.783367 0.091197 -0.967 -2.089 -2.070 0.216
H 1.434162 1.040814 -2.613355 -1.334 -1.826 1.255 0.237
H -1.199345 0.032867 -1.812982 0.787 -0.584 -2.175 0.346
H 1.104562 -1.973243 -2.134276 -1.467 1.835 1.015 0.244
N -0.427740 -0.224841 -2.522906 -2.882 -1.829 2.537 -0.536
O -0.387454 -0.310249 3.034852 -5.280 0.116 -1.283 -0.779
O 1.649968 -0.212793 0.233416 -1.886 1.266 -1.694 -0.535
```
Forces are in eV/Å.

* F_max: 8.00 eV/Å
* HOMO: -9.61 eV
* 2S+1: 1
* net charge: 0
* ΔE to the lowest compared entry with this formula, charge and spin: 274.2 kcal/mol

---

Record 8
Molecular formula: C6H9NO2
Method: DFT, the ωB97M-V functional and the def2-TZVPD basis

Geometry as XYZ:
```
18
Properties=species:S:1:pos:R:3:forces:R:3:nbo_charge:R:1
C 0.104711 -0.562775 1.297457 -0.330 -4.878 5.033 -0.654
C 0.307232 0.371049 0.237782 5.791 -3.782 3.645 -0.036
C 1.748113 0.718777 0.001175 -1.433 5.409 0.387 -0.550
C 2.646384 -0.264852 -0.668919 -1.702 0.958 -1.288 0.450
C -0.636229 0.991193 -0.195163 -7.752 6.775 -4.336 -0.237
C -2.074878 0.974136 -0.006306 1.018 -2.153 0.780 -0.007
H 1.276545 -0.625445 1.663925 -3.321 -1.405 -0.073 0.227
H -0.637670 -0.370299 2.510551 2.216 0.272 -4.034 0.221
H -0.548312 -1.587389 0.931000 2.529 2.541 1.022 0.271
H 1.502449 1.640060 -0.681242 1.452 -1.617 0.312 0.244
H 2.082296 1.365862 0.970052 -0.038 -2.326 -1.946 0.245
H 2.175318 -0.479670 -1.788209 1.533 -0.227 2.208 0.107
H -0.568714 1.895126 -0.754103 1.259 0.672 -1.133 0.201
H -2.722536 1.734684 0.345886 0.484 1.837 0.148 0.228
H -3.535661 -1.807116 -0.504944 3.681 2.461 -0.069 0.491
N -2.883159 0.047668 -0.169768 -3.837 -3.181 -0.255 -0.127
O 3.647329 -0.638107 -0.149583 0.586 -0.842 -0.669 -0.491
O -2.574028 -1.294974 -0.538004 -2.133 -0.511 0.267 -0.583
```
Forces are in eV/Å.

* F_max: 11.17 eV/Å
* HOMO: -9.63 eV
* 2S+1: 1
* net charge: 0
* ΔE to the lowest compared entry with this formula, charge and spin: 186.5 kcal/mol